One molecule with the formula C21H39N3O. Source: OMol25; level of theory: the ωB97M-V functional and the def2-TZVPD basis.

Summary:
structure (SMILES): CC[C@H](C)[C@@H](CNC)NC[C@@H](Cc1ccc(O)cc1)NCC(C)(C)C
Kohn-Sham gap: 0.3200 Ha

Atoms and positions in Å:
C -0.48 -3.66 3.25
H 0.36 -3.67 3.93
C -0.02 -3.25 1.85
H 0.42 -2.26 1.90
H 0.73 -3.95 1.49
C -1.17 -3.19 0.83
C -1.56 -4.60 0.39
H -2.51 -4.61 -0.13
H -0.80 -5.02 -0.27
H -1.65 -5.25 1.25
H -2.03 -2.72 1.32
C -0.75 -2.29 -0.35
N -0.35 -1.00 0.18
H -1.17 -0.42 0.32
C 0.61 -0.25 -0.60
C 0.67 1.18 -0.07
N -0.65 1.77 -0.24
H -0.85 1.85 -1.23
C -0.90 3.02 0.43
H -0.38 3.88 -0.03
C -2.41 3.34 0.49
C -3.15 2.19 1.16
H -4.22 2.39 1.19
H -2.79 2.05 2.18
H -2.97 1.27 0.62
C -2.96 3.55 -0.92
H -4.00 3.88 -0.87
H -2.92 2.63 -1.49
H -2.39 4.32 -1.45
C -2.60 4.63 1.30
H -2.20 4.50 2.31
H -3.65 4.87 1.38
H -2.08 5.46 0.83
H -0.53 2.92 1.46
C 1.80 1.98 -0.76
C 3.15 1.41 -0.46
C 3.74 1.61 0.78
C 4.97 1.07 1.08
C 5.64 0.29 0.14
C 5.06 0.08 -1.10
C 3.83 0.63 -1.39
H 3.39 0.46 -2.36
H 5.59 -0.52 -1.83
O 6.86 -0.26 0.39
H 7.14 -0.04 1.29
H 5.42 1.24 2.05
H 3.23 2.22 1.52
H 1.62 1.97 -1.84
H 1.76 3.01 -0.41
H 0.87 1.15 1.01
H 0.35 -0.22 -1.67
H 1.59 -0.73 -0.49
C -1.87 -2.18 -1.40
N -1.48 -1.39 -2.56
H -2.32 -1.05 -3.02
C -0.69 -2.12 -3.52
H -0.48 -1.48 -4.38
H -1.17 -3.04 -3.87
H 0.27 -2.40 -3.06
H -2.72 -1.68 -0.92
H -2.20 -3.19 -1.71
H 0.14 -2.74 -0.82
H -1.22 -2.96 3.62
H -0.92 -4.66 3.25


A 3-piece molecular cluster, C21H39N3O2PS2 overall. Source: OMol25; level of theory: the ωB97M-V functional and the def2-TZVPD basis.

Summary:
Kohn-Sham gap: 0.2777 Ha
total charge: +1

Atoms and positions in Å:
C 2.34 -1.68 0.32
C 1.55 -0.88 -0.71
S 2.46 0.60 -1.26
C 1.47 1.97 -0.66
N 0.62 2.59 -1.75
C 0.10 4.00 -1.43
C 0.14 4.45 0.02
C -0.73 3.72 1.05
C -2.04 3.13 0.54
C -3.10 2.99 1.63
C -4.37 2.34 1.07
C -4.19 0.82 0.89
C -4.50 0.31 -0.50
O -3.65 0.99 -1.44
C -4.14 1.38 -2.66
C -5.42 2.17 -2.66
O -3.47 1.16 -3.65
P -0.69 1.46 -2.39
S -0.23 0.68 -4.07
H 2.41 -1.09 1.23
H 1.76 -2.58 0.54
H 3.33 -1.93 -0.04
H 0.59 -0.59 -0.29
H 1.33 -1.47 -1.60
H 0.82 1.62 0.15
H 2.14 2.72 -0.28
H 1.23 2.66 -2.56
H -0.91 4.08 -1.83
H 0.72 4.68 -2.01
H -0.19 5.49 -0.03
H 1.17 4.50 0.38
H -0.14 2.93 1.54
H -0.96 4.44 1.84
H -1.84 2.11 0.19
H -2.45 3.71 -0.29
H -3.29 3.96 2.09
H -2.69 2.34 2.41
H -5.21 2.54 1.74
H -4.57 2.81 0.11
H -3.15 0.56 1.10
H -4.82 0.29 1.61
H -4.27 -0.75 -0.55
H -5.55 0.44 -0.75
H -5.33 3.03 -2.00
H -5.59 2.51 -3.68
H -6.26 1.57 -2.32
H -1.77 2.32 -2.42
H -0.87 0.62 -1.30
N 6.37 -4.39 -0.75
C 7.55 -4.03 -0.18
C 7.68 -2.67 -0.30
C 6.53 -2.20 -0.97
C 5.74 -3.28 -1.24
H 6.02 -5.33 -0.81
H 8.20 -4.77 0.26
H 8.52 -2.09 0.06
H 6.31 -1.17 -1.23
H 4.78 -3.36 -1.74
N 0.77 -4.15 3.22
C 1.54 -5.22 3.59
C 0.81 -6.36 3.36
C -0.45 -5.96 2.84
C -0.45 -4.59 2.77
H 1.05 -3.19 3.29
H 2.53 -5.09 3.98
H 1.14 -7.36 3.55
H -1.27 -6.60 2.55
H -1.20 -3.90 2.43


C21H39N3O9Ti as an isolated structure. Source: OMol25; level of theory: the ωB97M-V functional and the def2-TZVPD basis.

Summary:
multiplicity: 4
Kohn-Sham gap (spin up / spin down): 0.1338 / 0.3600 Ha
total charge: +1

Atoms and positions in Å:
Ti -0.84 0.57 0.08
C -0.97 5.04 -0.61
C -0.19 3.71 -0.70
O -0.73 2.66 -0.46
N 1.08 3.74 -1.15
C 1.80 4.95 -1.33
H -0.91 5.41 0.42
H -2.03 4.84 -0.77
H -0.67 5.75 -1.38
H 1.56 2.86 -1.21
H 2.89 4.86 -1.32
H 1.68 5.68 -0.52
H 1.54 5.48 -2.25
C -4.90 1.04 1.66
C -3.66 0.16 1.88
O -2.61 0.51 1.32
N -3.75 -0.99 2.53
C -2.62 -1.88 2.73
H -4.78 2.11 1.56
H -5.58 0.90 2.49
H -5.30 0.60 0.74
H -4.57 -0.98 3.12
H -2.42 -2.34 1.76
H -2.92 -2.48 3.59
H -1.73 -1.33 3.05
C -3.08 -2.37 -1.27
C -2.39 -1.42 -2.24
O -1.99 -0.39 -1.78
N -2.27 -1.66 -3.54
C -1.66 -0.76 -4.51
H -3.77 -1.93 -0.54
H -2.26 -2.83 -0.71
H -3.61 -3.13 -1.84
H -2.66 -2.48 -3.99
H -2.00 0.25 -4.29
H -1.96 -0.92 -5.54
H -0.57 -0.84 -4.40
O 0.89 0.63 1.87
C 1.13 0.34 3.02
O 0.16 0.01 3.86
C 0.67 -0.32 5.15
C 2.09 0.09 5.12
C 2.46 0.18 3.65
H 0.47 -1.36 5.38
H 0.18 0.21 5.96
H 2.72 -0.63 5.65
H 2.20 1.06 5.61
H 2.84 -0.77 3.28
H 3.10 0.99 3.29
O 1.25 0.76 -1.35
C 1.78 0.70 -2.45
O 2.20 1.81 -3.05
C 2.94 1.53 -4.25
C 2.35 0.25 -4.67
C 2.14 -0.51 -3.31
H 3.99 1.46 -3.95
H 2.85 2.24 -5.07
H 2.99 -0.25 -5.40
H 1.47 0.55 -5.24
H 2.98 -1.19 -3.16
H 1.30 -1.20 -3.36
O -0.31 -1.85 0.50
C 0.64 -2.52 0.86
O 0.61 -3.23 1.96
C 1.83 -3.91 2.15
C 2.52 -3.86 0.83
C 1.98 -2.64 0.15
H 1.69 -4.85 2.68
H 2.33 -3.35 2.95
H 2.37 -4.73 0.19
H 3.57 -3.75 1.08
H 1.99 -2.56 -0.94
H 2.49 -1.71 0.40


A 3-piece molecular cluster, C21H39NO11 overall. Source: OMol25; level of theory: the ωB97M-V functional and the def2-TZVPD basis.

Summary:
structure (SMILES): CC(=O)OCC[C@@H]1C(=O)OC[C@@H]1N=C=O.COCCOCCOC.COCCOCCOC
Kohn-Sham gap: 0.3484 Ha

Atoms and positions in Å:
C 1.55 -3.13 -0.31
C 0.34 -3.54 -1.12
O -0.43 -4.36 -0.71
O 0.17 -3.01 -2.38
C 0.99 -3.79 -3.30
C 1.02 -3.11 -4.67
C 2.41 -2.83 -5.26
C 3.59 -3.70 -4.87
O 3.63 -4.76 -4.34
O 4.70 -3.05 -5.33
C 4.45 -1.65 -5.44
C 2.93 -1.41 -5.21
N 2.74 -0.81 -3.86
C 2.32 0.34 -3.95
O 1.87 1.41 -4.01
H 2.25 -2.60 -0.95
H 2.02 -4.06 -0.01
H 1.27 -2.54 0.55
H 0.48 -4.74 -3.40
H 1.97 -3.92 -2.87
H 0.43 -3.69 -5.36
H 0.52 -2.15 -4.55
H 2.32 -3.08 -6.32
H 4.97 -1.17 -4.61
H 4.87 -1.26 -6.37
H 2.47 -0.85 -6.01
C -1.17 -2.99 2.65
O -1.11 -1.78 3.38
C -2.38 -1.33 3.82
C -2.24 -0.44 5.03
O -2.03 -1.14 6.25
C -0.73 -1.68 6.47
C 0.31 -0.65 6.85
O 0.77 0.06 5.71
C 1.37 1.28 6.05
H -1.76 -2.87 1.74
H -0.16 -3.27 2.38
H -1.59 -3.79 3.27
H -3.04 -2.17 4.07
H -2.85 -0.75 3.01
H -3.19 0.08 5.17
H -1.46 0.31 4.87
H -0.39 -2.27 5.61
H -0.85 -2.36 7.32
H 1.16 -1.16 7.32
H -0.13 0.05 7.58
H 0.67 1.94 6.58
H 1.67 1.77 5.12
H 2.26 1.13 6.68
C -1.45 1.15 0.70
O -1.15 2.29 -0.08
C -1.01 1.97 -1.45
C -1.18 3.21 -2.30
O -2.53 3.61 -2.48
C -3.17 4.24 -1.39
C -2.75 5.68 -1.18
O -1.50 5.75 -0.51
C -0.88 7.00 -0.69
H -0.63 0.42 0.65
H -1.58 1.48 1.73
H -2.38 0.68 0.36
H -1.76 1.22 -1.75
H -0.01 1.55 -1.62
H -0.82 2.97 -3.31
H -0.57 4.03 -1.92
H -3.06 3.66 -0.47
H -4.23 4.24 -1.65
H -3.51 6.18 -0.56
H -2.70 6.18 -2.15
H -0.70 7.20 -1.75
H 0.08 6.96 -0.17
H -1.48 7.81 -0.26


One molecule with the formula C21H39NO5. Source: OMol25; level of theory: the ωB97M-V functional and the def2-TZVPD basis.

Summary:
structure (SMILES): CCCCCCCCCCCCC(NC(C)=O)(C(=O)OCC)C(=O)OCC
Kohn-Sham gap: 0.3873 Ha

Atoms and positions in Å:
C -6.52 5.01 1.74
C -5.55 6.10 1.30
C -4.56 6.50 2.38
C -3.62 5.39 2.85
C -2.71 4.86 1.74
C -1.69 3.86 2.27
C -0.79 3.31 1.17
C 0.25 2.32 1.70
C 1.12 1.75 0.58
C 2.12 0.73 1.11
C 3.02 0.14 0.02
C 2.31 -0.67 -1.06
H 1.51 -0.10 -1.51
H 3.03 -0.92 -1.83
C 1.73 -2.00 -0.55
N 2.71 -2.79 0.16
C 3.64 -3.49 -0.54
O 3.79 -3.35 -1.73
C 4.47 -4.42 0.31
H 3.87 -5.28 0.59
H 4.80 -3.92 1.22
H 5.33 -4.76 -0.26
H 2.45 -3.06 1.10
C 1.20 -2.87 -1.73
O 0.90 -4.02 -1.58
O 1.07 -2.19 -2.84
C 0.62 -2.93 -3.98
C 0.58 -1.99 -5.18
H 1.57 -1.59 -5.36
H 0.25 -2.54 -6.06
H -0.10 -1.17 -4.98
H -0.37 -3.35 -3.77
H 1.32 -3.76 -4.15
C 0.51 -1.84 0.36
O 0.43 -2.36 1.44
O -0.43 -1.11 -0.22
C -1.66 -0.96 0.50
C -2.59 -2.13 0.26
H -2.13 -3.05 0.62
H -3.53 -1.97 0.78
H -2.79 -2.24 -0.81
H -2.09 -0.02 0.12
H -1.43 -0.86 1.57
H 3.78 -0.49 0.50
H 3.54 0.96 -0.47
H 2.75 1.21 1.86
H 1.58 -0.08 1.62
H 1.65 2.56 0.09
H 0.47 1.28 -0.16
H 0.88 2.83 2.43
H -0.26 1.51 2.21
H -0.28 4.14 0.67
H -1.41 2.81 0.42
H -1.07 4.35 3.03
H -2.21 3.03 2.76
H -2.19 5.69 1.27
H -3.31 4.36 0.97
H -2.99 5.78 3.65
H -4.20 4.57 3.26
H -5.11 6.87 3.25
H -3.95 7.33 2.01
H -5.02 5.78 0.40
H -6.13 6.99 1.02
H -7.27 4.83 0.97
H -7.03 5.30 2.66
H -5.99 4.07 1.92


A 3-piece molecular cluster, C21H40BF5O12S overall. Source: OMol25; level of theory: the ωB97M-V functional and the def2-TZVPD basis.

Summary:
structure (SMILES): CCOCCOCCOC[C@@]1(C[C@@H]2CO2)OS(=O)(=O)O[C@@]1(B(O)OC)C(F)(F)C(F)(F)F.CC(C)O.CC(C)O
Kohn-Sham gap: 0.2852 Ha

Atoms and positions in Å:
C -6.37 2.00 2.80
C -6.04 1.47 1.28
O -6.81 0.28 0.87
C -6.16 -0.97 1.31
C -5.04 -1.53 0.21
O -5.17 -2.96 -0.10
C -3.84 -3.57 -0.39
C -3.25 -2.99 -1.80
O -1.82 -2.63 -1.79
C -1.53 -1.51 -0.89
C -0.01 -0.84 -1.12
C 0.99 -2.08 -1.51
C 0.93 -3.27 -0.19
C 2.47 -3.95 0.21
O 1.26 -4.74 -0.60
O -0.23 -0.23 -2.47
S 0.13 1.44 -2.47
O -1.10 2.40 -2.63
O 1.17 1.83 -3.59
O 0.82 1.44 -0.91
C 0.49 0.29 -0.01
B 2.00 0.07 0.69
O 3.15 0.90 0.21
O 2.30 -0.93 1.73
C 2.42 -0.30 3.07
C -0.62 0.99 0.98
F 0.01 2.30 1.41
F -1.88 1.41 0.27
C -0.97 0.20 2.36
F -2.47 0.24 2.50
F -0.59 -1.23 2.41
F -0.45 0.98 3.53
H -7.43 2.53 2.83
H -5.58 2.85 3.07
H -6.24 1.17 3.62
H -6.39 2.35 0.55
H -4.87 1.35 1.15
H -5.66 -0.82 2.38
H -7.02 -1.79 1.45
H -3.96 -1.27 0.64
H -5.23 -0.93 -0.81
H -3.12 -3.48 0.53
H -4.05 -4.74 -0.51
H -3.36 -3.88 -2.59
H -3.88 -2.10 -2.26
H -2.30 -0.65 -1.19
H -1.74 -1.82 0.21
H 0.68 -2.67 -2.49
H 2.11 -1.79 -1.65
H 0.13 -3.05 0.75
H 2.72 -5.03 0.52
H 2.20 -3.66 1.34
H 3.16 1.79 0.67
H 3.50 -0.48 3.51
H 2.15 0.86 3.05
H 1.64 -0.77 3.85
C 5.60 -2.21 0.41
C 6.61 -3.14 1.07
C 8.02 -2.60 0.95
O 6.54 -4.42 0.45
H 5.81 -2.10 -0.66
H 4.59 -2.62 0.49
H 5.62 -1.22 0.87
H 6.35 -3.27 2.13
H 8.32 -2.50 -0.10
H 8.74 -3.28 1.42
H 8.11 -1.62 1.43
H 6.77 -4.32 -0.49
C -0.13 6.00 -1.63
C 1.13 6.37 -2.41
C 0.79 6.88 -3.80
O 1.96 5.22 -2.53
H -0.68 5.20 -2.14
H 0.14 5.62 -0.64
H -0.78 6.87 -1.51
H 1.69 7.13 -1.86
H 0.26 6.12 -4.38
H 1.70 7.13 -4.35
H 0.16 7.77 -3.74
H 1.47 4.53 -3.01


no.,energy (eV)
1,-28928.03758
2,-61927.17770
3,-68417.82265
4,-46418.11204
5,-34139.53229
6,-72076.60505